(1)
{"formula": "C5H8N", "method": "ωB97M-V/def2-TZVPD", "elements": ["C", "C", "C", "C", "C", "N", "H", "H", "H", "H", "H", "H", "H", "H"], "xyz": [[0.35119, 1.35620, -1.31913], [0.01852, 0.38405, 0.75841], [1.29675, 0.68917, 1.28769], [-1.52425, -0.23690, -1.25359], [-0.14006, 0.11235, -0.62322], [0.80879, 2.19195, -1.93626], [-0.79708, 0.68030, 1.39411], [1.36810, -0.23255, 1.92866], [1.56957, 1.59581, 1.90347], [1.84290, 0.63785, 0.36124], [-2.19702, -0.86256, -0.50914], [-1.25910, -0.73571, -2.24747], [-1.97594, 0.69612, -1.57494], [0.69985, -0.56245, -0.86431]], "mulliken_charge": [0.116, -0.063, -0.856, -1.177, 0.342, -0.270, 0.456, 0.333, 0.386, 0.347, 0.335, 0.359, 0.375, 0.319], "e_homo_ev": -16.83, "e_above_lowest_kcal_mol": 102.7, "charge": 1, "lumo_ha": -0.2830, "energy_ha": -249.66148}


(2)
{"formula": "C4H12AsBe2F6O6Ti2", "method": "ωB97M-V/def2-TZVPD", "elements": ["Ti", "Ti", "Be", "Be", "C", "O", "O", "O", "As", "F", "F", "F", "F", "F", "F", "C", "O", "H", "H", "H", "H", "C", "O", "H", "H", "H", "H", "C", "O", "H", "H", "H", "H"], "xyz": [[11.69705, -17.54216, 10.17906], [15.38597, -17.92748, 10.30794], [11.39741, -19.91885, 7.47200], [12.92848, -16.07699, 6.37691], [13.80386, -18.11844, 8.25688], [14.30620, -17.03178, 8.38088], [13.42880, -18.79788, 9.18509], [13.45013, -18.42909, 7.07150], [11.08944, -21.08058, 11.42657], [10.72488, -22.81406, 11.09761], [10.85775, -21.34879, 13.18397], [11.41622, -19.29800, 11.76285], [11.43960, -20.85611, 9.70649], [9.36919, -20.72964, 11.32312], [12.82511, -21.50994, 11.49637], [13.88797, -22.40151, 7.83129], [12.92299, -22.15109, 6.87549], [13.70086, -23.37815, 8.27767], [14.88303, -22.25205, 7.41221], [13.89930, -21.70615, 8.67060], [13.11739, -22.73727, 6.14051], [17.18499, -18.70915, 6.26373], [17.08418, -17.47611, 6.92766], [16.38243, -18.85529, 5.54079], [18.12353, -18.77995, 5.71396], [17.07057, -19.44817, 7.05673], [16.28946, -17.40581, 7.46158], [14.65667, -19.33254, 13.39487], [14.25672, -18.80700, 12.11643], [13.79998, -19.82123, 13.85895], [15.50458, -19.97957, 13.17015], [15.00614, -18.50357, 14.01032], [13.31046, -18.65019, 12.07633]], "mulliken_charge": [0.692, 1.232, 1.001, 0.923, 0.910, -0.846, -0.420, -0.762, 1.909, -0.469, -0.460, -0.541, -0.513, -0.431, -0.455, -0.363, -0.492, 0.336, 0.323, -0.080, 0.300, -0.417, -0.515, 0.234, 0.282, 0.183, 0.247, -0.651, -0.226, 0.258, 0.290, 0.294, 0.227], "e_homo_ev": [-14.06, -16.08], "multiplicity": 8, "charge": 2, "lumo_ha": [-0.3203, -0.3566], "energy_ha": -5173.59556}


(3)
{"formula": "C4H8N4O", "method": "ωB97M-V/def2-TZVPD", "elements": ["C", "C", "C", "C", "N", "N", "N", "N", "O", "H", "H", "H", "H", "H", "H", "H", "H"], "xyz": [[2.61485, -0.31176, -0.85726], [-1.69842, 0.66666, -0.20911], [-0.81248, -0.32322, 0.53291], [1.19428, -0.26993, -0.40935], [-2.96013, 0.24375, -0.35808], [0.82510, 0.57263, 0.75888], [0.22270, -1.01545, -0.65528], [-1.36574, -1.02167, 1.44843], [-1.24760, 1.70640, -0.67173], [-3.22944, -0.60334, 0.11818], [-3.64646, 0.85645, -0.77026], [0.45694, 1.51658, 0.62338], [1.48820, 0.64071, 1.52561], [-0.75554, -1.71159, 1.87825], [2.83377, 0.57571, -1.45452], [3.31345, -0.33232, -0.01945], [2.76654, -1.18961, -1.48059]], "mulliken_charge": [-1.123, 0.377, 1.005, 0.547, -0.341, -0.502, -0.611, -0.891, -0.672, 0.235, 0.263, 0.294, 0.273, 0.214, 0.283, 0.329, 0.322], "e_homo_ev": -8.68, "e_above_lowest_kcal_mol": 63.9, "lumo_ha": 0.0256, "energy_ha": -451.41647}


What did the second record say?
{"formula": "C4H12AsBe2F6O6Ti2", "method": "ωB97M-V/def2-TZVPD", "elements": ["Ti", "Ti", "Be", "Be", "C", "O", "O", "O", "As", "F", "F", "F", "F", "F", "F", "C", "O", "H", "H", "H", "H", "C", "O", "H", "H", "H", "H", "C", "O", "H", "H", "H", "H"], "xyz": [[11.69705, -17.54216, 10.17906], [15.38597, -17.92748, 10.30794], [11.39741, -19.91885, 7.47200], [12.92848, -16.07699, 6.37691], [13.80386, -18.11844, 8.25688], [14.30620, -17.03178, 8.38088], [13.42880, -18.79788, 9.18509], [13.45013, -18.42909, 7.07150], [11.08944, -21.08058, 11.42657], [10.72488, -22.81406, 11.09761], [10.85775, -21.34879, 13.18397], [11.41622, -19.29800, 11.76285], [11.43960, -20.85611, 9.70649], [9.36919, -20.72964, 11.32312], [12.82511, -21.50994, 11.49637], [13.88797, -22.40151, 7.83129], [12.92299, -22.15109, 6.87549], [13.70086, -23.37815, 8.27767], [14.88303, -22.25205, 7.41221], [13.89930, -21.70615, 8.67060], [13.11739, -22.73727, 6.14051], [17.18499, -18.70915, 6.26373], [17.08418, -17.47611, 6.92766], [16.38243, -18.85529, 5.54079], [18.12353, -18.77995, 5.71396], [17.07057, -19.44817, 7.05673], [16.28946, -17.40581, 7.46158], [14.65667, -19.33254, 13.39487], [14.25672, -18.80700, 12.11643], [13.79998, -19.82123, 13.85895], [15.50458, -19.97957, 13.17015], [15.00614, -18.50357, 14.01032], [13.31046, -18.65019, 12.07633]], "mulliken_charge": [0.692, 1.232, 1.001, 0.923, 0.910, -0.846, -0.420, -0.762, 1.909, -0.469, -0.460, -0.541, -0.513, -0.431, -0.455, -0.363, -0.492, 0.336, 0.323, -0.080, 0.300, -0.417, -0.515, 0.234, 0.282, 0.183, 0.247, -0.651, -0.226, 0.258, 0.290, 0.294, 0.227], "e_homo_ev": [-14.06, -16.08], "multiplicity": 8, "charge": 2, "lumo_ha": [-0.3203, -0.3566], "energy_ha": -5173.59556}


Please write out number 1 again, unchanged.
{"formula": "C5H8N", "method": "ωB97M-V/def2-TZVPD", "elements": ["C", "C", "C", "C", "C", "N", "H", "H", "H", "H", "H", "H", "H", "H"], "xyz": [[0.35119, 1.35620, -1.31913], [0.01852, 0.38405, 0.75841], [1.29675, 0.68917, 1.28769], [-1.52425, -0.23690, -1.25359], [-0.14006, 0.11235, -0.62322], [0.80879, 2.19195, -1.93626], [-0.79708, 0.68030, 1.39411], [1.36810, -0.23255, 1.92866], [1.56957, 1.59581, 1.90347], [1.84290, 0.63785, 0.36124], [-2.19702, -0.86256, -0.50914], [-1.25910, -0.73571, -2.24747], [-1.97594, 0.69612, -1.57494], [0.69985, -0.56245, -0.86431]], "mulliken_charge": [0.116, -0.063, -0.856, -1.177, 0.342, -0.270, 0.456, 0.333, 0.386, 0.347, 0.335, 0.359, 0.375, 0.319], "e_homo_ev": -16.83, "e_above_lowest_kcal_mol": 102.7, "charge": 1, "lumo_ha": -0.2830, "energy_ha": -249.66148}